Entry from OMol25: a molecular structure, C46H43N4OPS2Y (wB97M-V/def2-TZVPD).

The geometry in ORCA input format:
```
! RIJCOSX wB97M-V def2-TZVPD def2/J DEFGRID3
* xyz 1 1
Y -0.59 0.10 -0.18
S -0.57 -2.01 -1.71
S -2.00 1.99 -1.38
P 1.02 1.51 -3.16
O 0.86 0.77 -1.82
N -0.32 1.75 1.86
N -0.86 6.49 1.47
N -3.03 0.11 0.73
N -1.19 -2.18 1.33
C -1.18 2.42 -4.61
C 3.64 0.41 -6.07
C -4.45 3.24 2.27
C 2.51 0.89 -5.43
C -0.34 3.83 3.73
C -0.83 -5.86 0.74
C -0.53 4.08 2.38
C -2.28 2.21 -5.43
C -0.51 3.02 1.49
C 2.80 0.98 0.50
C -2.62 -2.12 1.69
C 1.35 3.76 -1.60
C 3.05 -0.46 2.86
C 1.85 5.94 -2.45
C -3.42 3.76 0.16
C 4.60 -0.20 -3.94
C -0.57 -5.89 -0.62
C 2.67 -0.41 0.48
C -1.02 -4.64 1.37
C -0.94 -3.45 0.65
C 2.42 0.83 -4.04
C -4.12 4.17 1.29
C 2.80 -1.13 1.66
C 1.63 4.09 -3.97
C -4.10 1.91 2.10
C -3.40 1.50 0.97
C -0.72 5.42 1.87
C -2.60 0.93 -5.85
C -3.92 -0.46 -0.32
C 1.88 5.43 -3.75
C -0.50 -4.71 -1.34
C -0.71 0.05 -4.65
C 3.05 1.64 1.69
C -0.39 1.34 -4.23
C 1.35 3.25 -2.89
C 3.47 0.29 -3.30
C 3.18 0.92 2.87
C -1.82 -0.16 -5.46
C 4.68 -0.13 -5.33
C 1.60 5.10 -1.37
C -0.12 1.52 3.17
C -3.11 -0.72 1.95
C -3.04 2.44 -0.01
C -0.14 2.52 4.13
C -0.69 -3.47 -0.72
C -0.40 -2.10 2.57
H -3.13 4.49 -0.59
H 3.71 0.46 -7.15
H -4.90 -0.69 0.13
H -3.49 -1.36 -0.74
H -0.89 -6.78 1.32
H 3.18 -1.03 3.77
H 2.74 -2.21 1.64
H -0.67 3.20 0.43
H -3.46 0.77 -6.48
H -4.39 1.19 2.85
H 3.18 2.72 1.69
H -0.68 -2.88 3.28
H -2.90 3.05 -5.73
H 2.54 -0.93 -0.46
H -3.19 -2.59 0.89
H 2.04 6.99 -2.28
H 1.58 5.50 -0.37
H 5.56 -0.51 -5.83
H -4.04 0.26 -1.12
H 0.02 2.27 5.16
H 1.68 1.28 -6.01
H 2.76 1.53 -0.43
H -5.00 3.54 3.15
H 5.41 -0.63 -3.37
H -0.11 -0.80 -4.35
H -0.96 3.42 -4.25
H 0.09 0.51 3.46
H 0.65 -2.20 2.34
H 3.40 0.23 -2.22
H -0.42 -6.83 -1.13
H -4.39 5.21 1.41
H -1.24 -4.62 2.43
H -0.30 -4.73 -2.40
H -2.53 -0.24 2.74
H -2.80 -2.73 2.59
H -0.57 -1.15 3.05
H 3.41 1.44 3.80
H 1.16 3.09 -0.77
H -4.14 -0.80 2.31
H 1.66 3.70 -4.98
H 2.08 6.09 -4.58
H -2.08 -1.16 -5.78
H -0.36 4.64 4.44
*
```

frontier orbital gap	7.0	eV
total energy	-3249.05026	hartree
highest occupied orbital energy	-0.3625	hartree

***

Entry from OMol25: 2 unconnected molecules or ions with the total composition C3H4NP (wB97M-V/def2-TZVPD).

The geometry in ORCA input format:
```
! RIJCOSX wB97M-V def2-TZVPD def2/J DEFGRID3
* xyz 0 1
P 1.46 -0.19 0.28
N -0.67 -0.77 1.50
C -0.10 -0.24 -0.66
C 0.55 -0.46 1.77
C -1.07 -0.68 0.16
H 0.83 -0.73 2.86
H -0.65 -0.05 -3.48
H -2.15 -0.68 -0.02
H 1.79 1.17 0.69
*
```

frontier orbital gap (spin up / spin down)	9.6 / 8.2	eV
total energy	-512.56022	hartree
highest occupied orbital energy (spin up / spin down)	-0.3495 / -0.3549	hartree

***

Entry from OMol25: a single C5H6O molecule (wB97M-V/def2-TZVPD).

The geometry in ORCA input format:
```
! RIJCOSX wB97M-V def2-TZVPD def2/J DEFGRID3
* xyz 0 1
O 2.43 -0.45 -0.04
C 0.04 -1.13 0.00
C -1.16 -0.17 0.02
C 1.24 -0.21 -0.02
C 0.81 1.18 -0.02
C -0.54 1.24 0.01
H 1.82 1.62 -0.04
H -1.22 2.09 0.02
H 0.08 -1.76 -0.89
H -1.83 -0.33 -0.83
H 0.12 -1.77 0.88
H -1.79 -0.32 0.91
*
```

frontier orbital gap	10.2	eV
total energy	-269.32071	hartree
structure (SMILES)	O=C1C=CCC1
highest occupied orbital energy	-0.3508	hartree

***

Entry from OMol25: 6 unconnected molecules or ions with the total composition C15H40N3O8 (wB97M-V/def2-TZVPD).

The geometry in ORCA input format:
```
! RIJCOSX wB97M-V def2-TZVPD def2/J DEFGRID3
* xyz 1 1
O -0.52 2.45 2.78
O 0.83 -1.46 0.79
O 1.61 -0.94 -4.23
O -2.79 -4.96 0.18
O -1.09 -0.77 0.12
O 4.62 -1.37 3.84
O -0.58 2.65 -1.35
O 0.37 0.78 0.60
N 0.11 -0.50 0.41
N -0.58 -3.84 0.21
N 3.30 -1.97 1.78
C 0.91 4.13 3.18
C -1.68 4.44 3.33
C 0.13 0.56 -5.39
C 4.37 -1.84 0.88
C 3.45 -1.31 3.22
C 2.30 -0.54 3.78
C -0.42 3.81 2.63
C -1.95 -4.27 0.82
C -0.46 -4.27 -1.18
C -0.52 -1.00 -3.34
C -2.24 -3.76 2.27
C -2.22 2.52 -3.13
C 0.50 -0.06 -4.02
C -2.94 2.35 -0.64
C -1.87 2.07 -1.80
H 0.51 -4.30 -1.78
H -0.99 -5.24 -1.43
H -2.71 1.74 0.24
H -0.27 2.06 1.88
H -2.28 -4.67 2.88
H 0.70 1.59 -5.90
H -3.02 -3.12 2.24
H -3.13 3.55 -0.32
H 0.26 -0.04 -6.24
H -1.53 -0.54 -3.36
H -3.81 2.16 -1.09
H -0.44 3.90 1.43
H -0.72 -3.56 -1.83
H 1.40 -1.13 3.42
H 2.49 -1.68 1.26
H 1.07 3.82 4.31
H -1.43 2.55 -3.84
H 4.59 -0.94 0.84
H -0.86 0.77 -5.53
H -1.50 5.41 3.33
H 1.76 3.53 2.73
H -1.84 0.97 -2.09
H -1.26 -3.55 2.64
H 0.03 -4.35 0.82
H -0.20 2.07 -0.78
H 4.03 -2.11 -0.07
H 1.07 5.25 3.01
H 0.93 0.86 -3.53
H -0.46 -1.99 -3.99
H 2.20 -0.45 -4.82
H -3.01 1.89 -3.45
H -1.79 4.32 4.40
H -0.16 -1.36 -2.33
H 2.20 -0.53 4.71
H 2.38 0.54 3.56
H -2.55 3.53 -3.15
H -0.32 -2.93 0.36
H 3.23 -2.84 1.87
H 5.28 -2.35 1.18
H -2.53 4.27 2.75
*
```

frontier orbital gap	7.2	eV
total energy	-1360.96469	hartree
highest occupied orbital energy	-0.4140	hartree

***

Entry from OMol25: a molecular structure, C24H16BF2N5O2PmS6 (wB97M-V/def2-TZVPD).

The geometry in ORCA input format:
```
! RIJCOSX wB97M-V def2-TZVPD def2/J DEFGRID3
* xyz -1 5
Pm -1.04 -0.40 -0.93
S -0.03 -7.48 -4.05
S 1.07 -2.39 -1.42
S -1.21 2.12 0.43
S 1.09 -4.96 -2.93
S -2.23 -3.12 -0.86
S -1.68 -5.55 -2.50
F -2.72 -0.67 -3.41
F -2.19 1.38 -3.96
O 2.69 7.31 -1.52
O 1.82 6.76 -3.47
N 1.24 -0.12 0.56
N -1.09 -1.10 1.42
N -3.40 -0.55 0.08
N 0.04 -1.48 2.08
N 3.57 -0.10 0.72
C 0.86 3.90 0.24
C 2.40 0.30 0.19
C -5.79 -0.55 0.01
C 4.81 -1.51 2.26
C -4.55 -0.33 -0.56
C -4.67 -1.30 1.97
C 1.57 4.92 -0.35
C -3.45 -1.04 1.33
C 3.59 -3.01 3.70
C 2.39 -1.57 2.18
C 3.61 -1.06 1.72
C 4.79 -2.48 3.25
C -1.11 -4.05 -1.78
C -0.24 3.30 -0.41
C 0.19 4.74 -2.30
C 1.16 -1.06 1.58
C 0.20 -3.77 -1.99
C -0.53 3.72 -1.71
C 1.23 5.38 -1.63
C -5.85 -1.04 1.30
C 1.92 6.51 -2.30
C -2.20 -1.31 2.02
C 2.39 -2.55 3.17
C -0.20 -6.08 -3.20
B -1.79 0.35 -3.17
H 2.46 1.03 -0.61
H -4.66 -1.72 2.97
H -1.33 3.24 -2.25
H -4.46 0.02 -1.58
H -6.69 -0.33 -0.55
H 1.12 3.54 1.23
H 5.73 -2.84 3.67
H 5.75 -1.11 1.91
H 1.44 -2.94 3.50
H -2.23 -1.68 3.04
H 3.58 -3.78 4.46
H 2.63 7.05 -0.60
H -6.80 -1.22 1.78
H -0.05 5.08 -3.30
H 2.42 5.33 0.19
H 4.44 0.26 0.35
*
```

frontier orbital gap (spin up / spin down)	4.7 / 4.7	eV
expectation value of S²	6.0082
total energy	-4570.79379	hartree
highest occupied orbital energy (spin up / spin down)	-0.1400 / -0.1401	hartree

***

Entry from OMol25: 2 unconnected molecules or ions with the total composition CH7N3O (wB97M-V/def2-TZVPD).

The geometry in ORCA input format:
```
! RIJCOSX wB97M-V def2-TZVPD def2/J DEFGRID3
* xyz 0 1
O -1.00 -0.91 0.09
N 1.91 1.53 0.31
N -0.82 -1.99 -0.77
N 1.04 2.58 0.80
C -1.84 -2.75 -0.72
H 0.25 2.63 0.17
H 2.26 1.08 1.15
H -2.62 -2.48 -0.03
H -1.88 -3.60 -1.38
H 1.60 3.41 0.65
H 1.34 0.85 -0.18
H -0.24 -0.34 -0.08
*
```

frontier orbital gap	9.8	eV
total energy	-281.68321	hartree
structure (SMILES)	C=NO.NN
highest occupied orbital energy	-0.3250	hartree